(1)
A cluster of 11 separate species, C38H102N4O22 in total, computed with the ωB97M-V functional and the def2-TZVPD basis.

ORCA input file:
```
! RIJCOSX wB97M-V def2-TZVPD def2/J DEFGRID3
* xyz 0 1
C 2.1278 0.1526 -2.3443
O 2.7215 -0.0623 -1.1003
C 1.7567 -0.4110 -0.1583
C 2.3976 -0.9009 1.1274
N 1.4979 -1.6024 2.0554
C 1.0728 -2.8792 1.4441
C -0.3569 -3.2562 1.7781
O -1.4646 -2.4506 1.4032
C -1.5504 -1.1752 1.9378
H 1.5224 -0.7139 -2.6679
H 2.8421 0.3211 -3.1438
H 1.3748 0.9562 -2.3381
H 1.1397 -1.2394 -0.5548
H 0.9633 0.3376 0.0193
H 2.9470 -0.0909 1.6132
H 3.1804 -1.5976 0.8049
H 0.6785 -1.0126 2.1223
H 1.6493 -3.7152 1.8482
H 1.2925 -2.9226 0.3752
H -0.4428 -3.5462 2.8420
H -0.6093 -4.2493 1.3934
H -2.5534 -0.8301 2.2100
H -1.1541 -0.3966 1.2651
H -0.9925 -1.0549 2.8742
C 0.9593 -9.2614 -4.3810
O 0.3226 -8.2279 -3.6932
C 1.1415 -7.0722 -3.5596
C 0.5682 -6.2042 -2.4692
N 0.7181 -6.7061 -1.1286
C 1.9826 -6.5855 -0.4845
C 1.9299 -7.0504 0.9583
O 1.3154 -6.0527 1.7434
C 1.1742 -6.4354 3.0775
H 1.9127 -9.5508 -3.9198
H 1.2117 -9.0102 -5.4274
H 0.2966 -10.1197 -4.4779
H 1.2043 -6.5582 -4.5276
H 2.1605 -7.3926 -3.2984
H -0.4985 -5.9991 -2.5979
H 1.0072 -5.2039 -2.5788
H 0.1616 -7.5325 -0.9857
H 2.3347 -5.5507 -0.4805
H 2.7811 -7.1969 -0.9474
H 2.9105 -7.3563 1.3477
H 1.3557 -7.9925 1.0225
H 0.5145 -7.2983 3.2093
H 0.7600 -5.6047 3.6590
H 2.1334 -6.5788 3.5975
C -0.8074 1.8471 -4.9542
O -2.2142 2.0200 -4.9690
C -2.7057 3.0325 -4.1122
C -2.0872 4.3934 -4.4107
N -2.7911 5.4377 -3.6761
C -2.2032 6.7506 -3.8741
C -2.9030 7.8776 -3.1597
O -4.1197 8.2073 -3.8052
C -5.1493 8.5701 -2.9089
H -0.2848 2.7283 -5.3196
H -0.6203 0.9730 -5.5742
H -0.4904 1.5729 -3.9385
H -2.5558 2.7086 -3.0753
H -3.7784 3.0768 -4.3130
H -2.2083 4.5342 -5.4941
H -1.0435 4.4074 -4.1013
H -3.7876 5.4745 -3.8487
H -1.9636 7.0178 -4.9117
H -1.2314 6.7505 -3.3493
H -2.2591 8.7656 -3.1910
H -3.0097 7.6322 -2.0962
H -4.8303 9.3568 -2.2179
H -5.5000 7.7129 -2.3204
H -5.9908 8.9183 -3.5048
C -3.7555 4.2483 5.1665
O -4.3055 2.9743 5.4034
C -3.8272 2.0016 4.5162
C -4.4683 0.6397 4.7764
N -4.0684 0.0648 6.0201
C -4.8138 -1.0867 6.4850
C -4.8395 -2.3052 5.5295
O -6.1159 -2.9216 5.5518
C -6.9944 -2.3458 4.6028
H -4.4761 4.9810 5.5281
H -3.5920 4.4057 4.0937
H -2.8063 4.4217 5.6877
H -2.7325 1.8986 4.5903
H -4.1089 2.2546 3.4831
H -4.1505 -0.0021 3.9389
H -5.5327 0.8588 4.6609
H -3.0743 -0.0539 6.1274
H -5.8128 -0.8558 6.8571
H -4.2940 -1.4381 7.3818
H -4.0957 -3.0367 5.8509
H -4.5470 -2.0687 4.4991
H -6.5921 -2.4299 3.5909
H -7.1591 -1.2853 4.8443
H -7.9538 -2.8409 4.7283
O 3.4541 -0.2536 -5.8514
C 2.7757 -0.2980 -7.1326
C 3.3287 -1.3830 -7.9869
O 3.4789 -2.5929 -7.2446
H 3.9374 -1.0877 -5.7950
H 1.7284 -0.4960 -6.8806
H 2.8138 0.6817 -7.6065
H 4.3361 -1.1731 -8.3544
H 2.6600 -1.5211 -8.8399
H 2.8898 -3.2538 -7.6136
O 5.5444 2.1645 -5.7386
C 4.7911 3.3620 -5.5548
C 3.6807 3.1291 -4.5797
O 2.6313 2.3223 -5.0890
H 4.9351 1.4891 -6.0639
H 5.5024 4.0540 -5.0966
H 4.4807 3.7685 -6.5216
H 3.2316 3.9851 -4.0755
H 4.1675 2.5930 -3.7482
H 2.8778 1.3902 -5.1108
O 5.8449 0.8166 3.0606
C 4.9898 1.8964 2.7027
C 4.3302 2.5065 3.9070
O 5.2482 2.8168 4.9284
H 5.6718 0.5630 3.9723
H 5.5938 2.6336 2.1686
H 4.2118 1.5331 2.0256
H 3.5367 1.8406 4.2782
H 3.7584 3.3895 3.5815
H 4.8464 3.4751 5.4992
O -0.7062 4.7175 -1.5145
C -1.3318 3.8092 -0.6356
C -0.2454 3.0679 0.0971
O 0.6956 3.9238 0.7135
H -1.3727 5.1215 -2.0858
H -2.0475 4.3360 0.0081
H -1.9270 3.0415 -1.1520
H 0.2604 2.4532 -0.6634
H -0.6100 2.3908 0.8694
H 0.9874 4.5689 0.0604
O 0.3214 0.9044 3.4836
C 0.3204 2.2886 3.8583
C 0.2752 2.4577 5.3525
O 1.5410 2.2380 5.9361
H 1.1630 0.5336 3.7795
H 1.1423 2.8036 3.3616
H -0.6561 2.6595 3.5365
H -0.5188 1.7933 5.7238
H -0.0865 3.4551 5.6384
H 1.4912 2.4510 6.8717
O 3.5137 -1.0997 4.1033
C 2.8095 -1.2917 5.3162
C 3.6474 -2.0664 6.2967
O 3.6648 -3.4536 5.9958
H 2.9787 -1.3725 3.3439
H 2.6285 -0.2846 5.7281
H 1.8144 -1.7307 5.1920
H 3.2948 -1.9065 7.3163
H 4.6546 -1.6310 6.2778
H 4.2394 -3.5509 5.2301
O -1.7787 -1.7241 -1.8296
C -2.3658 -0.5193 -2.3302
C -2.7228 -0.7928 -3.7842
O -3.3985 -2.0211 -3.8913
H -1.5510 -1.6502 -0.8963
H -3.2880 -0.3340 -1.7724
H -1.6534 0.3117 -2.2995
H -1.8323 -0.7304 -4.4262
H -3.2848 0.0647 -4.1582
H -3.0903 -2.5476 -3.1432
*
```

Summary:
HOMO-LUMO gap	8.7505	eV
SMILES	COCCNCCOC.COCCNCCOC.COCCNCCOC.COCCNCCOC.OCCO.OCCO.OCCO.OCCO.OCCO.OCCO.OCCO
ΔE to the lowest compared entry with this formula, charge and spin	0.092	eV


(2)
A cluster of 2 separate species, CH4FOP in total, computed with the ωB97M-V functional and the def2-TZVPD basis.

ORCA input file:
```
! RIJCOSX wB97M-V def2-TZVPD def2/J DEFGRID3
* xyz 0 1
C 1.0142 1.3789 -0.5693
O 1.9418 2.1200 -0.6682
H 1.0441 0.4620 0.0338
H 0.0376 1.5750 -1.0490
F -1.3142 -0.9094 -0.6691
P -1.1838 -0.9399 0.9580
H -1.6773 -2.2539 1.0418
H 0.1376 -1.4327 0.9220
*
```

Summary:
HOMO-LUMO gap	10.6287	eV
SMILES	C=O.FP
ΔE to the lowest compared entry with this formula, charge and spin	2.122	eV


(3)
A structure of composition C23H41FIrN4O7P, computed with the ωB97M-V functional and the def2-TZVPD basis.

ORCA input file:
```
! RIJCOSX wB97M-V def2-TZVPD def2/J DEFGRID3
* xyz 3 6
Ir 0.0418 -0.3600 0.3506
C -4.4080 1.3029 1.2161
N -3.2798 2.2160 0.9889
C -3.6063 3.6478 1.0162
C -2.0508 1.7696 0.9607
O -1.7707 0.5449 1.1062
C -0.8971 2.7410 0.8240
O 0.2982 1.9659 0.7762
C 1.4219 2.6097 0.1802
C 2.2389 1.5327 -0.4989
O 1.9526 0.3230 -0.2278
N 3.2202 1.8467 -1.2942
C 3.6434 3.2365 -1.5220
C 4.0036 0.8042 -1.9755
H -5.1919 1.5361 0.4991
H -4.7973 1.4481 2.2236
H -4.0847 0.2755 1.0963
H -4.5519 3.7932 0.5008
H -2.8481 4.2421 0.5163
H -3.7151 3.9923 2.0448
H -0.8713 3.3931 1.7020
H -0.9985 3.3499 -0.0740
H 2.0272 3.0762 0.9634
H 1.1078 3.3767 -0.5273
H 3.4309 3.8648 -0.6613
H 3.1629 3.6440 -2.4109
H 4.7195 3.2381 -1.6742
H 3.4244 -0.1099 -2.0429
H 4.9259 0.6152 -1.4281
H 4.2431 1.1634 -2.9733
C 1.6157 -0.2378 3.4157
C 1.6153 -1.7358 3.0908
C 1.6563 -2.5562 4.3857
P 0.2522 -2.2060 1.9484
C -1.3495 -2.5398 2.7682
C -1.7431 -1.4207 3.7362
C -1.4222 -3.9218 3.4291
C 0.7552 -3.6826 0.9669
C 1.5402 -4.7149 1.7829
C 1.5667 -3.2790 -0.2687
H 2.5529 0.0224 3.9088
H 0.8018 0.0209 4.0938
H 1.5355 0.3935 2.5269
H 2.5060 -1.9614 2.4933
H 0.8286 -2.3022 5.0455
H 2.5786 -2.3071 4.9127
H 1.6584 -3.6289 4.2200
H -2.0446 -2.5373 1.9191
H -1.1420 -1.4563 4.6443
H -2.7822 -1.5610 4.0347
H -1.6520 -0.4295 3.2944
H -0.7417 -4.0117 4.2728
H -1.2334 -4.7350 2.7306
H -2.4351 -4.0559 3.8109
H -0.1955 -4.1214 0.6473
H 2.4909 -4.3131 2.1333
H 1.7676 -5.5594 1.1314
H 0.9853 -5.1018 2.6340
H 2.5237 -2.8341 0.0157
H 1.0344 -2.5875 -0.9243
H 1.7840 -4.1655 -0.8655
F -3.3711 2.5548 -6.5680
C -2.2360 2.1428 -6.1365
C -2.1840 1.0675 -5.2400
N -1.0241 0.6398 -4.7909
C -0.9279 -0.4496 -3.8096
C -0.7457 0.0361 -2.3735
O -0.6579 -0.9658 -1.5699
O -0.6271 1.2186 -2.0844
C 0.2444 1.2918 -5.1281
O 1.2396 0.9288 -4.5848
N 0.1524 2.2643 -6.0836
C -1.0105 2.8412 -6.6033
O -1.0358 3.7787 -7.3345
H -3.0897 0.5564 -4.9323
H -0.0490 -1.0410 -4.0598
H -1.8086 -1.0826 -3.8947
H 1.0322 2.6655 -6.3961
*
```

Summary:
HOMO-LUMO gap (alpha / beta)	8.1173 / 6.0625	eV
ΔE to the lowest compared entry with this formula, charge and spin	0.000	eV
⟨S²⟩	8.771


(4)
A cluster of 2 separate species, C5H15NO in total, computed with the ωB97M-V functional and the def2-TZVPD basis.

ORCA input file:
```
! RIJCOSX wB97M-V def2-TZVPD def2/J DEFGRID3
* xyz 0 1
C 0.7028 -1.4013 -0.8614
C -0.7769 -1.3635 -0.3541
N -1.0596 -0.3261 0.6177
C -0.0614 -0.0834 1.6482
C -1.7280 0.8702 0.1396
C -1.0119 1.6576 -0.9482
H 0.9450 -0.4499 -1.3418
H 1.4539 -1.7633 -0.1685
H 0.6958 -2.1027 -1.6951
H -0.8933 -2.3068 0.1872
H -1.3975 -1.2409 -1.2323
H -0.5207 0.3684 2.5254
H 0.7551 0.5450 1.2757
H 0.3320 -1.0737 1.9094
H -1.8984 1.4535 0.9833
H -2.7093 0.5164 -0.1930
H -1.6809 2.3890 -1.3801
H -0.6482 0.9937 -1.7268
H -0.1567 2.1727 -0.5380
O 3.2163 0.7699 0.3577
H 2.8519 0.1343 -0.2665
H 3.5901 0.2409 1.0618
*
```

Summary:
HOMO-LUMO gap	8.6697	eV
SMILES	CCN(C)CC.O
ΔE to the lowest compared entry with this formula, charge and spin	1.275	eV


(5)
A structure of composition C39H54AsBN3O4Sr, computed with the ωB97M-V functional and the def2-TZVPD basis.

ORCA input file:
```
! RIJCOSX wB97M-V def2-TZVPD def2/J DEFGRID3
* xyz -1 1
Sr 1.8145 0.7255 -0.0457
O 5.5587 -1.7866 0.3152
C 4.6862 -0.9308 0.2007
O 3.4246 -1.0815 0.1379
C 5.1472 0.5393 0.1094
C 6.4834 0.9109 0.0846
C 6.7908 2.2594 -0.0238
C 5.7723 3.2006 -0.1079
C 4.4629 2.7513 -0.0765
N 4.1803 1.4529 0.0340
C 3.2485 3.6928 -0.1953
O 3.4585 4.8975 -0.2807
O 2.1268 3.0823 -0.2063
H 7.2359 0.1365 0.1464
H 7.8272 2.5750 -0.0474
H 5.9588 4.2613 -0.2023
C -3.6130 2.9098 -0.2103
C -2.7774 3.8398 0.6591
As -0.8580 3.4952 0.4109
C -0.1321 5.0405 1.3791
C -0.0778 4.7924 2.8811
C -0.6470 4.2070 -1.4182
C -1.4924 5.4167 -1.7845
H -4.6848 3.0187 -0.0211
H -3.3522 1.8627 -0.0394
H -3.4462 3.1062 -1.2734
H -2.9873 3.6739 1.7170
H -2.9994 4.8881 0.4436
H -0.7309 5.9244 1.1503
H 0.8671 5.1929 0.9664
H -1.0632 4.5573 3.2928
H 0.2972 5.6663 3.4194
H 0.5790 3.9525 3.1173
H -0.8156 3.3797 -2.1112
H 0.4166 4.4380 -1.4716
H -2.5593 5.1866 -1.8352
H -1.1986 5.8143 -2.7595
H -1.3713 6.2254 -1.0604
C -3.9369 -1.7143 -3.1784
C -2.8310 -0.7482 -2.7469
C -3.2128 0.6911 -3.0880
C -1.5020 -1.1521 -3.3559
C -1.2539 -0.9200 -4.7062
C -0.0491 -1.2860 -5.2804
C 0.9337 -1.8767 -4.5008
C 0.7276 -2.1252 -3.1464
C 1.8066 -2.7755 -2.2998
C 3.2259 -2.4314 -2.7421
C 1.6245 -4.2972 -2.2793
C -0.5116 -1.7733 -2.5856
N -0.7537 -2.0307 -1.2099
B -0.3245 -1.2081 -0.0637
N -0.8869 -2.0294 1.0212
C -1.5708 -3.1425 0.5352
C -1.4864 -3.1469 -0.8099
C -0.7968 -1.8053 2.4215
C 0.3623 -2.2045 3.1078
C 0.3989 -2.0495 4.4908
C -0.6727 -1.5051 5.1796
C -1.7963 -1.0908 4.4844
C -1.8735 -1.2263 3.1018
C -3.1083 -0.7597 2.3620
C -4.2873 -1.6994 2.6147
C -3.4700 0.6762 2.7325
C 1.5379 -2.8138 2.3674
C 1.3728 -4.3343 2.2691
C 2.8879 -2.4704 2.9871
H -4.8884 -1.4480 -2.7104
H -3.6991 -2.7402 -2.8933
H -4.0722 -1.6879 -4.2641
H -2.7252 -0.8216 -1.6639
H -3.4159 0.8139 -4.1558
H -2.4162 1.3872 -2.8149
H -4.1156 0.9824 -2.5452
H -2.0144 -0.4407 -5.3131
H 0.1317 -1.0937 -6.3318
H 1.8824 -2.1441 -4.9504
H 1.6801 -2.4184 -1.2772
H 3.4775 -2.9213 -3.6888
H 3.9399 -2.7668 -1.9890
H 3.3703 -1.3570 -2.8782
H 1.7169 -4.7032 -3.2920
H 0.6466 -4.5779 -1.8851
H 2.3899 -4.7624 -1.6521
H -2.0378 -3.8660 1.1879
H -1.8763 -3.8726 -1.5077
H 1.2857 -2.3590 5.0323
H -0.6273 -1.3904 6.2565
H -2.6268 -0.6450 5.0221
H -2.8724 -0.7860 1.2969
H -4.5380 -1.7278 3.6796
H -4.0612 -2.7198 2.2952
H -5.1730 -1.3618 2.0697
H -3.7823 0.7539 3.7783
H -4.2965 1.0329 2.1144
H -2.6201 1.3444 2.5837
H 1.5274 -2.4188 1.3523
H 1.3565 -4.7821 3.2680
H 2.2024 -4.7731 1.7085
H 0.4446 -4.5986 1.7596
H 3.0268 -2.9664 3.9547
H 3.0043 -1.3968 3.1521
H 3.6922 -2.7924 2.3251
*
```

Summary:
HOMO-LUMO gap	6.5108	eV
ΔE to the lowest compared entry with this formula, charge and spin	0.000	eV


(6)
A cluster of 2 separate species, C11H26Br2FN3O2P in total, computed with the ωB97M-V functional and the def2-TZVPD basis.

ORCA input file:
```
! RIJCOSX wB97M-V def2-TZVPD def2/J DEFGRID3
* xyz 1 1
C -0.5825 2.3024 1.3116
O 0.3029 1.4301 2.0399
C 0.7893 0.3613 1.1867
N 1.4160 -0.7592 1.9193
C 0.4608 -1.0867 3.0793
C -1.0507 -1.3018 2.7293
F -1.4150 -1.8542 1.4886
P 1.6272 -2.3390 1.0868
N 1.5378 -2.3594 -0.4931
C 2.7775 -0.4549 2.5259
Br 3.1775 -0.5143 4.4681
C 3.9238 -0.1539 1.7467
C 5.3440 0.1463 2.4299
Br 3.9479 -0.1036 -0.2058
H 0.0123 3.0646 0.6955
H -1.3212 1.7870 0.6247
H -1.2095 2.9343 2.0290
H 1.4709 0.9137 0.4495
H -0.0951 0.0359 0.5305
H 0.4692 -0.2802 3.8891
H 0.8942 -2.0146 3.5754
H -1.5892 -0.2969 2.8330
H -1.5126 -1.9544 3.5492
H 2.9167 -2.8947 1.4436
H 0.6304 -3.2734 1.5703
H 1.3692 -1.3956 -0.8023
H 5.3735 1.1653 2.9240
H 5.6544 -0.6921 3.1381
H 6.1577 0.1674 1.6259
C -2.2226 -0.9147 -2.4794
C -1.3633 0.2292 -3.0122
C -1.9883 1.6204 -2.7953
O -3.0552 1.9338 -3.6776
C -4.3026 1.3578 -3.3244
N -1.0639 -0.0177 -4.4267
H -3.0564 -1.1578 -3.1387
H -1.6233 -1.8249 -2.3839
H -2.6247 -0.6767 -1.4900
H -0.4171 0.2095 -2.4561
H -1.2160 2.3708 -2.9936
H -2.2976 1.7617 -1.7504
H -4.4407 1.3056 -2.2406
H -4.4007 0.3671 -3.7709
H -5.0930 1.9833 -3.7436
H -0.4017 0.6854 -4.7487
H -1.9105 0.1876 -4.9566
*
```

Summary:
HOMO-LUMO gap	7.6344	eV


(7)
The molecule C25H29N5OS, computed with the ωB97M-V functional and the def2-TZVPD basis.

ORCA input file:
```
! RIJCOSX wB97M-V def2-TZVPD def2/J DEFGRID3
* xyz 0 1
O -3.1813 -1.9912 2.1263
C -2.4879 -2.2618 1.1638
C -1.2652 -3.1493 1.3533
S 0.3629 -2.5773 0.7592
C 0.3161 -0.8562 1.1677
N -0.8681 -0.4471 1.4888
C -1.0911 0.8600 1.7409
C -2.3588 1.3067 2.1410
C -2.5627 2.6495 2.3264
C -1.5195 3.5656 2.1270
C -0.2691 3.1457 1.7572
C -0.0264 1.7751 1.5629
N 1.2056 1.3353 1.2452
C 1.4384 0.0487 1.0752
N 2.7089 -0.3042 0.7548
C 3.6787 0.7505 0.5282
C 4.6202 0.3584 -0.6082
C 5.3063 -0.9690 -0.3045
C 4.2445 -2.0273 -0.0255
C 3.3362 -1.5573 1.1082
N -2.8639 -1.9688 -0.1013
C -2.1827 -2.3806 -1.3099
C -2.4822 -1.3531 -2.4167
N -2.5331 -0.0172 -1.8855
C -1.4020 0.7739 -1.7936
C -1.5323 2.1305 -1.4729
C -0.4320 2.9618 -1.4378
C 0.8307 2.4760 -1.7309
C 0.9719 1.1394 -2.0545
C -0.1207 0.2950 -2.0809
C -3.6405 0.1793 -0.9687
C -4.0411 -1.1579 -0.3209
H -1.1627 -3.3170 2.4259
H -1.4114 -4.1052 0.8468
H -3.1308 0.5729 2.3138
H -3.5329 3.0116 2.6343
H -1.7097 4.6182 2.2805
H 0.5472 3.8376 1.6209
H 3.1310 1.6600 0.2849
H 4.2574 0.9278 1.4451
H 5.3588 1.1490 -0.7485
H 4.0465 0.2624 -1.5313
H 5.9340 -1.2717 -1.1443
H 5.9484 -0.8575 0.5726
H 4.7080 -2.9745 0.2528
H 3.6399 -2.1912 -0.9187
H 2.5869 -2.3145 1.3237
H 3.9421 -1.4074 2.0155
H -1.1079 -2.4248 -1.1332
H -2.5257 -3.3788 -1.6201
H -3.4572 -1.5635 -2.8701
H -1.7344 -1.4142 -3.2071
H -2.5083 2.5421 -1.2666
H -0.5667 4.0039 -1.1874
H 1.6896 3.1288 -1.7072
H 1.9482 0.7384 -2.2845
H 0.0420 -0.7451 -2.3185
H -4.5064 0.6018 -1.4977
H -3.3331 0.8752 -0.1859
H -4.5115 -0.9871 0.6477
H -4.7411 -1.7103 -0.9574
*
```

Summary:
HOMO-LUMO gap	7.7995	eV
SMILES	O=C(CSc1nc2ccccc2nc1N1CCCCC1)N1CCN(c2ccccc2)CC1
ΔE to the lowest compared entry with this formula, charge and spin	0.062	eV